Computed, not measured: a molecular structure, C25H39Cl3GeIrN3O2Si4Te, with the ωB97M-V functional and the def2-TZVPD basis.

- Calculated total energy: -170838.184 eV
- Orbital gap (alpha / beta): 6.068 / 5.157 eV
- Relative energy (zero: lowest compared OMol25 entry of this formula, charge and spin): 0.00 kJ/mol
- LUMO (alpha / beta): -6.2134 / -8.3231 eV

```
! RIJCOSX wB97M-V def2-TZVPD def2/J DEFGRID3
* xyz 2 5
C -2.747 2.790 1.474
H 4.090 -9.955 -0.205
C 1.192 -6.823 2.442
O 4.056 -7.869 -0.286
H -3.760 5.627 -1.200
Te -0.303 1.084 -1.487
H 1.970 -9.436 0.437
N 0.065 -5.472 3.972
H 2.340 -4.991 2.628
H -0.856 -5.539 1.310
H -1.724 6.170 -3.060
H 0.305 -8.746 2.119
C -0.760 -4.469 1.213
H 0.322 6.768 -2.125
C 2.050 -8.469 0.907
N -0.621 -1.715 0.921
N 0.239 -6.530 3.398
C 2.256 -5.949 2.128
C 0.114 6.699 -1.055
H 1.363 3.317 -3.586
H -2.055 1.944 1.459
Si -1.020 3.908 -3.781
C 0.787 4.098 -4.089
H -2.175 2.710 -5.537
H -2.695 2.113 -3.957
H -1.429 -4.448 -0.817
C -0.336 -3.680 2.302
C 0.049 -1.381 3.176
Ge 2.312 0.609 0.781
H -0.957 6.853 -0.895
H 0.980 4.012 -5.165
C -1.084 -3.867 0.026
H 4.959 -9.170 -1.540
C -3.728 5.187 -0.200
C 3.194 -6.332 1.215
C -1.826 2.438 -4.534
H 0.641 7.527 -0.570
C 3.099 -7.594 0.587
H -0.692 5.187 1.701
C -4.111 2.320 -1.253
C 0.346 4.935 1.474
Si -3.057 3.460 -0.236
H 4.029 -5.693 0.959
Ir -0.047 0.384 0.948
C -0.004 -4.169 3.621
H 1.147 5.072 -3.755
Cl 3.227 -1.283 1.236
C -0.304 -2.298 2.109
O 0.150 -0.125 2.919
H -4.752 5.172 0.186
H -3.683 2.440 1.918
H 2.662 4.545 -1.793
H 3.183 -9.252 -1.578
C -2.060 5.428 -3.786
C 4.059 -9.150 -0.938
H -1.135 1.600 -4.626
Cl 3.207 2.052 2.091
H -2.324 3.549 2.132
H -3.105 5.184 -3.587
H 0.987 5.619 2.042
Cl 3.139 1.090 -1.185
C 2.496 4.795 -0.745
C 1.116 -8.085 1.842
H -5.062 2.157 -0.739
H -2.004 5.886 -4.782
H -3.642 1.345 -1.409
H -1.227 -1.975 -1.020
H 0.367 -3.653 5.660
H 2.915 3.998 -0.134
C 0.240 -1.895 4.462
Si 0.726 5.100 -0.337
H -3.139 5.845 0.444
Si -0.871 3.529 -1.178
H 0.554 3.922 1.832
H 3.046 5.716 -0.527
C 0.192 -3.249 4.671
C -0.987 -2.475 -0.091
H -4.337 2.755 -2.230
H 0.446 -1.205 5.269
*
```